This record from OMol25 describes an isolated ion of composition C3H4NO4S and charge -1. The level of theory is ωB97M-V with the def2-TZVPD basis set.

```
13
Properties=species:S:1:pos:R:3:mulliken_charge:R:1
C -1.5409 -0.7127 0.3597 0.611
C -2.3706 0.4197 0.2348 -1.068
C 0.6137 0.3866 -0.4104 -0.168
N -0.2132 -0.6008 -0.2795 -0.041
O 2.2095 0.4691 1.3553 -0.606
O -1.8024 -1.8427 0.7964 -0.709
O 2.8273 -1.1196 -0.3945 -0.657
O 2.8916 1.3072 -0.7956 -0.667
S 2.3245 0.1969 -0.0695 1.179
H -3.4073 0.3781 0.2351 0.305
H -2.1057 1.2682 -0.3657 0.165
H 0.3638 1.3591 -0.2943 0.358
H 0.2098 -1.5089 -0.3718 0.298
```

Its LUMO energy (spin up / spin down) is 2.52 / 2.52 eV. The calculation puts the energy above the lowest of the compared OMol25 structures with the same formula, charge and spin at 1.627 eV. For the energy, the calculation gives -23690.7792 eV. Its total charge is -1. The calculation puts the HOMO energy (spin up / spin down) at -4.06 / -4.06 eV. The calculation puts the gap between HOMO and LUMO (spin up / spin down) at 6.58 / 6.58 eV.

This record from OMol25 describes C12H18BrN4OPtSi as an isolated structure. The level of theory is ωB97M-V with the def2-TZVPD basis set.

```
38
Properties=species:S:1:pos:R:3:mulliken_charge:R:1
Pt 0.3248 0.2792 0.2374 0.431
O -4.6784 -0.3961 4.1730 -0.489
C -3.6946 -0.4195 3.2672 0.944
C -3.0238 -1.5811 2.8847 -0.490
C -2.0166 -1.4777 1.9552 -0.691
N -1.6487 -0.3094 1.3995 -0.506
C -2.3250 0.7687 1.7707 0.454
Br -1.7491 2.3496 0.9073 -0.174
C -3.3475 0.7968 2.6848 -0.514
H -4.8483 -1.2752 4.5292 0.312
H -3.2860 -2.5454 3.3010 0.358
H -1.4682 -2.3522 1.6288 0.459
H -3.8695 1.7050 2.9460 0.453
C 2.2189 2.7497 -1.0841 -0.877
Si 1.4178 1.1504 -1.5837 0.534
C 0.1339 1.5077 -2.8562 -1.021
C 2.6831 -0.0356 -2.2324 -1.087
H 2.6017 3.2648 -1.9730 0.395
H 3.0550 2.6106 -0.3994 0.256
H 1.5020 3.4201 -0.6034 0.253
H 0.6739 1.9641 -3.6930 0.334
H -0.6176 2.2195 -2.5083 0.311
H -0.3788 0.6181 -3.2260 0.330
H 3.3103 0.4755 -2.9713 0.408
H 2.2115 -0.8847 -2.7316 0.325
H 3.3388 -0.4343 -1.4578 0.389
N 5.2358 1.4338 1.9228 -0.389
C 4.0368 0.8759 2.2116 0.319
C 3.1599 0.4694 1.1845 -0.021
N 1.9700 -0.0339 1.4734 -0.446
C 1.6346 -0.1867 2.7673 -0.083
C 2.5151 0.2030 3.7489 -0.414
N 3.7000 0.7492 3.4899 -0.606
H 5.5761 1.5059 0.9824 0.198
H 5.8441 1.6825 2.6835 0.251
H 3.4472 0.5267 0.1501 0.330
H 0.6842 -0.6480 2.9903 0.391
H 2.2539 0.0682 4.7910 0.374
```

Its LUMO energy is -4.00 eV. The calculation puts the energy above the lowest of the compared OMol25 structures with the same formula, charge and spin at 0.476 eV. For the energy, the calculation gives -101905.4279 eV. Its total charge is +1. The calculation puts the HOMO energy at -11.88 eV. The calculation puts the gap between HOMO and LUMO at 7.88 eV.

This record from OMol25 describes C14H16F6N3O5PdS4 as an isolated structure. The level of theory is ωB97M-V with the def2-TZVPD basis set.

```
49
Properties=species:S:1:pos:R:3:mulliken_charge:R:1
Pd -0.1211 -0.0747 0.9191 0.062
C -0.5744 -3.5297 0.8543 -0.827
C 0.8152 -3.0056 0.9574 0.477
N 1.1358 -1.7531 0.8372 0.219
C 2.4977 -1.5510 0.9368 -0.297
C 3.2214 -2.6703 1.1781 -0.248
S 2.1709 -4.0291 1.2490 -0.277
C 2.9805 -0.1731 0.7422 -0.218
C 3.6771 0.5724 1.6340 -0.464
S 3.8683 2.1599 1.0247 -0.253
C 3.0230 1.6999 -0.4136 0.721
N 2.6378 0.4664 -0.4287 -0.202
C 2.7089 2.6906 -1.4804 -1.032
H -0.9772 -3.2695 -0.1269 0.039
H -1.2009 -3.0579 1.6115 0.086
H -0.5959 -4.6135 0.9733 0.416
H 4.2899 -2.7557 1.2780 0.501
H 4.0063 0.3011 2.6227 0.469
H 3.4562 3.4813 -1.5337 0.425
H 1.7335 3.1362 -1.2834 0.154
H 2.6576 2.1728 -2.4392 0.256
F -2.3893 1.6552 -0.8078 -0.231
C -1.8584 2.8433 -0.5241 0.642
F -2.8399 3.7522 -0.5662 -0.269
F -0.9847 3.1519 -1.4907 -0.230
S -1.0179 2.8701 1.1378 0.824
O 0.3591 2.6154 0.8025 -0.429
O -1.3384 4.1429 1.7160 -0.654
N -1.7331 1.6239 1.7911 -0.261
S -1.9545 1.4569 3.3591 0.927
O -2.6592 2.5404 3.9826 -0.647
O -0.8309 0.8944 4.0579 -0.628
C -3.2308 0.1220 3.2401 0.640
F -2.7900 -0.9819 2.6437 -0.184
F -3.6294 -0.2109 4.4746 -0.238
F -4.2969 0.5761 2.5674 -0.250
C -0.1638 -0.1844 -2.4943 1.294
C -1.5080 -0.3680 -3.1872 -0.632
C -1.9056 -1.7601 -2.7171 -0.419
O -0.6911 -2.4978 -2.5362 -0.481
C 0.4213 -1.5807 -2.5720 -0.176
H -0.2943 0.0734 -1.4326 -1.242
H 0.4751 0.5670 -2.9567 0.325
H -1.3888 -0.3541 -4.2744 0.311
H -2.2441 0.3859 -2.9085 0.278
H -2.5359 -2.2961 -3.4302 0.359
H -2.4321 -1.7031 -1.7576 0.179
H 0.9777 -1.7464 -3.5026 0.276
H 1.0733 -1.7849 -1.7270 -0.091
```

Its LUMO energy is 2.35 eV. The calculation puts the energy above the lowest of the compared OMol25 structures with the same formula, charge and spin at 0.657 eV. For the energy, the calculation gives -92612.0487 eV. Its total charge is -1. The calculation puts the HOMO energy at -3.42 eV. The calculation puts the gap between HOMO and LUMO at 5.77 eV.

This record from OMol25 describes C33H91N8O10V as an isolated structure. The level of theory is ωB97M-V with the def2-TZVPD basis set.

```
143
Properties=species:S:1:pos:R:3:lowdin_spin:R:1
O 3.3029 -2.7618 0.2804 -0.228
V 3.6826 -1.2445 -0.0549 1.180
C 0.3835 -0.2648 -0.0346 0.002
O 1.6301 -0.7595 -0.4204 0.023
H -0.0487 -0.8199 0.8121 0.000
H 0.4641 0.7599 0.3477 0.000
H -0.3923 -0.3371 -0.8022 -0.001
C -7.6031 -2.7121 0.1941 0.000
C -6.7211 -1.4877 0.4163 0.000
C -5.2976 -1.8094 0.8484 0.000
O -4.7370 -0.6141 1.3959 0.000
C -3.4841 -0.8314 1.9718 0.000
N -6.7349 -0.7459 -0.8565 0.000
H -7.2648 -3.2812 -0.6784 0.000
H -8.5853 -2.3763 -0.1466 0.000
H -7.7758 -3.3848 1.0328 0.000
H -7.1925 -0.8789 1.1894 0.000
H -4.7492 -2.2873 0.0304 0.000
H -5.3605 -2.5447 1.6601 0.000
H -2.7710 -1.4289 1.3984 0.000
H -3.5206 -1.2394 2.9930 0.000
H -3.0428 0.1471 2.1858 0.000
H -5.8986 -0.1617 -0.8714 0.000
H -6.5188 -1.3682 -1.6337 0.000
C -4.5676 2.4808 4.9138 0.000
C -3.1342 2.9866 5.0917 0.000
C -2.2545 2.5632 3.9176 0.000
O -0.9400 2.9962 4.2252 0.000
C 0.0141 2.5396 3.3065 0.000
N -3.1590 4.4524 5.2449 0.000
H -5.0330 3.0474 4.1041 0.000
H -5.1292 2.4966 5.8440 0.000
H -4.5866 1.4402 4.5767 0.000
H -2.7695 2.5617 6.0296 0.000
H -2.6924 3.0533 3.0397 0.000
H -2.2440 1.4742 3.8068 0.000
H 0.2041 1.4671 3.4719 0.000
H 1.0259 2.9126 3.4922 0.000
H -0.2792 2.7346 2.2725 0.000
H -2.2294 4.7805 4.9906 0.000
H -3.7463 4.8166 4.4965 0.000
C 0.4786 -1.6401 -4.2002 0.000
C -0.3439 -2.6785 -3.4246 0.000
C -0.9328 -3.7680 -4.3222 0.000
O -1.9266 -3.2290 -5.1642 0.000
C -2.4569 -4.1625 -6.0647 0.000
N 0.5751 -3.2276 -2.4160 0.000
H 0.9713 -0.9430 -3.5209 0.000
H -0.0938 -1.1549 -4.9873 0.000
H 1.2700 -2.2349 -4.6676 0.000
H -1.2071 -2.2086 -2.9361 0.000
H -1.3623 -4.5278 -3.6613 0.000
H -0.1083 -4.2142 -4.8914 0.000
H -1.7818 -4.4503 -6.8772 0.000
H -3.3474 -3.6977 -6.4879 0.000
H -2.7776 -5.0802 -5.5568 0.000
H 0.1215 -3.9066 -1.8076 0.000
H 0.7756 -2.3929 -1.8692 0.000
C 4.7420 2.0202 -2.6496 0.000
C 4.1101 0.7232 -2.0993 0.000
C 4.5642 -0.5408 -2.8229 0.000
O 4.0640 -1.6876 -2.1364 0.015
C 4.1552 -2.9359 -2.7670 0.000
N 4.5904 0.6228 -0.6922 0.000
H 5.8236 2.0771 -2.7476 0.000
H 4.3290 2.8171 -2.0321 0.000
H 4.2752 2.2109 -3.6209 0.000
H 3.0315 0.7727 -2.2601 0.000
H 5.6599 -0.5855 -2.7477 0.000
H 4.2431 -0.5992 -3.8636 0.000
H 3.4504 -3.6929 -2.4254 0.000
H 5.1747 -3.3286 -2.7443 0.000
H 3.8456 -2.8989 -3.8181 0.000
H 5.5992 0.7549 -0.8001 0.000
H 4.3741 1.5656 -0.3235 0.000
C 1.9504 3.2563 0.0918 0.000
C 3.2640 4.0375 0.3076 0.000
C 2.9590 5.2705 1.1493 0.000
O 4.1940 5.8728 1.4606 0.000
C 4.2066 6.8054 2.4908 0.000
N 4.3038 3.1588 0.8468 0.000
H 1.9596 2.5924 -0.7718 0.000
H 1.0809 3.9111 0.0431 0.000
H 1.8484 2.6779 1.0145 0.000
H 3.7002 4.4431 -0.6131 0.000
H 2.4580 4.8916 2.0522 0.000
H 2.3852 5.9966 0.5679 0.000
H 3.9805 6.3638 3.4723 0.000
H 3.4962 7.6290 2.3537 0.000
H 5.1972 7.2445 2.6068 0.000
H 5.1018 3.7483 1.0759 0.000
H 3.9666 2.8495 1.7749 0.000
C 1.9754 -1.0870 3.4583 0.000
C 2.7838 0.0872 2.8994 0.003
C 3.3124 0.9385 4.0436 0.000
O 4.0707 1.9704 3.3772 0.000
C 4.7069 2.8094 4.3440 0.000
N 3.9376 -0.5594 2.1617 0.002
H 1.3082 -1.5084 2.7036 0.000
H 1.2306 -0.7663 4.1953 0.000
H 2.5410 -1.8654 3.9707 0.000
H 2.1968 0.6430 2.1700 0.000
H 4.0183 0.3459 4.6359 0.000
H 2.5333 1.4106 4.6417 0.000
H 5.2866 3.5596 3.8072 0.000
H 5.4456 2.1708 4.8419 0.000
H 4.0355 3.2537 5.0787 0.000
H 4.2809 -1.1863 2.8879 0.000
H 4.6390 0.1871 2.1305 0.001
C -1.7126 2.5740 -1.7643 0.000
C -0.9577 2.9599 -3.0411 0.000
C -0.0461 1.8142 -3.4830 0.000
O 0.8171 2.3731 -4.4713 0.000
C 1.6236 1.5032 -5.2427 0.000
N -1.8848 3.4157 -4.0703 0.000
H -2.4268 1.7787 -1.9813 0.000
H -2.1983 3.4559 -1.3483 0.000
H -0.9862 2.2611 -1.0115 0.000
H -0.3017 3.7864 -2.7525 0.000
H -0.6136 0.9575 -3.8603 0.000
H 0.5179 1.4556 -2.6111 0.000
H 0.9485 0.7895 -5.7219 0.000
H 2.4164 0.9490 -4.7248 0.000
H 2.0717 2.1914 -5.9581 0.000
H -2.6669 2.7684 -4.1117 0.000
H -1.4278 3.3501 -4.9748 0.000
C -1.1782 -3.9854 0.8213 0.000
C -1.4064 -5.3721 0.2583 0.000
C -2.8901 -5.7007 0.2714 0.000
O -3.3905 -5.7487 1.5773 0.000
C -4.7919 -5.6794 1.5943 0.000
N -0.8735 -5.5085 -1.0696 0.000
H -1.4162 -3.9787 1.8848 0.000
H -1.7627 -3.2057 0.3299 0.000
H -0.1049 -3.7949 0.7182 0.000
H -0.9519 -6.0478 0.9986 0.000
H -3.0518 -6.6589 -0.2464 0.000
H -3.4289 -4.9733 -0.3532 0.000
H -5.1502 -5.8899 2.6035 0.000
H -5.2642 -6.4640 0.9928 0.000
H -5.1009 -4.6680 1.3175 0.000
H -1.0365 -6.4718 -1.3712 0.000
H 0.1413 -5.5381 -1.1461 0.000
```

Its LUMO energy (spin up / spin down) is -3.69 / -3.29 eV. The calculation puts the energy above the lowest of the compared OMol25 structures with the same formula, charge and spin at 0.000 eV. Its spin multiplicity is 2. For the energy, the calculation gives -93770.7103 eV. Its total charge is +1. As for the expectation value of S²: 0.786. The calculation puts the HOMO energy (spin up / spin down) at -10.79 / -10.79 eV. The calculation puts the gap between HOMO and LUMO (spin up / spin down) at 7.10 / 7.50 eV.

This record from OMol25 describes an isolated molecule of C4H8O. The level of theory is ωB97M-V with the def2-TZVPD basis set.

```
13
Properties=species:S:1:pos:R:3:mulliken_charge:R:1
C -0.1222 2.3333 0.8211 -1.097
C -0.5857 0.9764 0.3315 -0.088
C 0.1794 0.1256 -0.3406 -0.166
C -0.2743 -1.2498 -0.6735 -0.343
O 0.5778 -2.2512 -0.1969 -0.509
H 0.0465 2.2477 1.8876 0.269
H -0.8576 3.1200 0.6598 0.327
H 0.8050 2.5500 0.2952 0.288
H -1.5822 0.6865 0.6271 0.287
H 1.1460 0.4619 -0.7076 0.268
H -1.2695 -1.4506 -0.2669 0.235
H -0.4286 -1.4090 -1.7452 0.224
H 1.4821 -1.9503 -0.1363 0.307
```

Its LUMO energy is 1.09 eV. The calculation puts the energy above the lowest of the compared OMol25 structures with the same formula, charge and spin at 0.980 eV. As for the SMILES: C/C=C/CO. For the energy, the calculation gives -6324.1883 eV. The calculation puts the HOMO energy at -9.57 eV. The calculation puts the gap between HOMO and LUMO at 10.66 eV.